Formula: C6H13InO3
Source: the OMol25 dataset
Level of theory: ωB97M-V/def2-TZVPD

Computed properties:
- Largest force on an atom: 3.117 eV/A
- Net charge: +1
- Orbital gap (alpha / beta): 7.083 / 8.861 eV
- Multiplicity: 2
- Highest occupied orbital energy (alpha / beta): -10.564 / -13.086 eV

The geometry in XYZ format:
```
23
Properties=species:S:1:pos:R:3:forces:R:3
C 1.037007 2.404745 -0.963323 0.98 0.32 -0.27
O -0.338225 2.095312 -0.885161 -0.45 0.43 -0.47
C -0.824077 1.256856 -1.909662 -0.90 0.07 -0.54
C -0.491984 -0.200965 -1.679545 0.74 -0.66 -1.09
O -0.442706 -0.470826 -0.291863 -0.38 -0.16 -0.14
C -0.663249 -1.791229 0.170544 -0.54 -0.93 -1.18
C 0.129990 -2.076363 1.429281 -0.01 -1.26 1.21
O 1.018470 -1.101677 1.890867 0.15 0.50 0.26
C 0.461349 -0.131950 2.844987 0.74 -1.82 1.01
In -0.112544 1.019276 1.135499 -0.48 2.31 2.04
H 1.274812 2.875416 -1.930195 0.00 -0.15 0.39
H 1.261292 3.072832 -0.124158 -0.04 0.12 -0.40
H -0.400229 1.587266 -2.873650 -0.44 -0.20 0.22
H -1.922644 1.358472 -1.890821 0.50 0.28 -0.16
H 0.502538 -0.432424 -2.086121 -0.23 -0.16 0.00
H -1.239220 -0.848639 -2.162724 0.23 0.26 0.11
H -0.352419 -2.496044 -0.615816 -0.10 0.31 0.13
H -1.740773 -1.939305 0.334234 0.26 0.11 -0.07
H 0.752382 -2.961786 1.233086 -0.31 0.19 0.22
H -0.614230 -2.316185 2.211158 0.52 -0.11 -0.07
H -0.261375 -0.617041 3.525430 0.10 0.24 -0.40
H 1.319221 0.214375 3.446267 -0.46 0.20 -0.45
H 1.646613 1.499885 -0.808315 0.13 0.11 -0.35
```
Forces are in eV/Å.